(1)
C16H19N8PdS2 | the ωB97M-V functional and the def2-TZVPD basis

**Kohn-Sham gap**: 4.74 eV
**Largest force on an atom**: 0.0221 Eh/bohr
**Total charge**: +3
**LUMO**: -12.54 eV
**Multiplicity**: 1
**Total energy**: -53945.4833 eV

Atoms and positions in Å:
Pd (-0.190, -0.519, 0.188)
C (3.909, -1.173, -0.496)
C (2.440, -0.926, -0.578)
N (1.739, -0.808, 0.493)
N (2.193, -0.872, 1.744)
C (1.354, -0.746, 2.722)
N (1.792, -0.771, 3.969)
S (-0.381, -0.546, 2.476)
C (1.740, -0.809, -1.865)
C (2.368, -0.950, -3.083)
C (1.617, -0.809, -4.249)
C (0.268, -0.521, -4.159)
C (-0.308, -0.400, -2.902)
N (0.416, -0.553, -1.795)
H (4.273, -1.050, 0.518)
H (4.430, -0.487, -1.164)
H (4.129, -2.192, -0.826)
H (2.776, -0.907, 4.155)
H (1.174, -0.653, 4.756)
H (3.426, -1.165, -3.133)
H (2.093, -0.919, -5.215)
H (-0.346, -0.392, -5.040)
H (-1.361, -0.177, -2.780)
N (-3.095, -4.241, 0.360)
C (-2.203, -3.409, 0.850)
N (-1.916, -3.365, 2.127)
S (-1.419, -2.386, -0.361)
H (-3.621, -4.874, 0.950)
H (-3.280, -4.283, -0.632)
H (-2.352, -3.995, 2.789)
H (-1.225, -2.716, 2.475)
N (0.589, 3.584, 0.332)
C (1.001, 2.327, 0.202)
N (-0.032, 1.498, 0.234)
C (-1.191, 2.256, 0.428)
C (-2.530, 1.891, 0.546)
C (-3.436, 2.914, 0.725)
C (-3.031, 4.261, 0.775)
C (-1.710, 4.626, 0.651)
C (-0.796, 3.591, 0.482)
H (1.194, 4.394, 0.330)
H (2.035, 2.045, 0.089)
H (-2.860, 0.859, 0.497)
H (-4.488, 2.682, 0.824)
H (-3.780, 5.028, 0.910)
H (-1.402, 5.662, 0.682)

Here are the Löwdin charges for atoms 1 to 4, given in e: 0.824, 0.040, -0.197, -0.073

(2)
C6H15NO | the ωB97M-V functional and the def2-TZVPD basis

**Kohn-Sham gap**: 9.63 eV
**Largest force on an atom**: 0.0534 Eh/bohr
**LUMO**: 0.82 eV
**SMILES string**: C=CCCCNC.O
**Energy relative to the best compared isomer or geometry (same formula, charge and spin)**: 293.2 kJ/mol
**Multiplicity**: 1
**Total energy**: -10000.7180 eV

Atoms and positions in Å:
C (-2.328, 1.478, -0.486)
C (-1.447, 0.623, -0.968)
C (0.035, 0.973, -1.164)
C (0.928, -0.235, -1.043)
C (1.920, -0.424, 0.122)
N (1.635, -0.364, 1.563)
C (0.608, 0.581, 2.041)
H (-3.364, 1.131, -0.325)
H (-2.172, 2.469, -0.080)
H (-1.596, -0.321, -1.459)
H (0.038, 1.460, -2.163)
H (0.364, 1.881, -0.648)
H (0.315, -1.175, -0.999)
H (1.507, -0.397, -1.948)
H (2.786, 0.246, -0.044)
H (2.479, -1.360, -0.053)
H (1.215, -1.234, 1.875)
H (-0.398, 0.167, 1.925)
H (0.679, 0.746, 3.120)
H (0.653, 1.524, 1.526)
O (-1.048, -2.842, -0.313)
H (-0.806, -1.941, -0.157)
H (-2.003, -2.986, -0.322)

Here are the Löwdin charges for atoms 1 to 4, given in e: -0.007, -0.190, -0.222, -0.196

(3)
C3H8O3 | the ωB97M-V functional and the def2-TZVPD basis

**Kohn-Sham gap**: 9.65 eV
**Largest force on an atom**: 0.0664 Eh/bohr
**LUMO**: 0.96 eV
**SMILES string**: C=COO.CO
**Energy relative to the best compared isomer or geometry (same formula, charge and spin)**: 660.6 kJ/mol
**Multiplicity**: 1
**Total energy**: -9376.9556 eV

Atoms and positions in Å:
C (-0.177, 0.231, -1.645)
C (-0.880, 0.202, -0.523)
O (-0.709, 1.431, 0.598)
O (-1.966, 1.652, 1.262)
H (-0.649, -0.099, -2.557)
H (0.839, 0.591, -1.688)
H (-1.890, -0.147, -0.377)
H (-2.020, 2.617, 1.252)
C (1.508, -1.337, 0.492)
O (0.229, -0.845, 0.879)
H (1.426, -1.826, -0.481)
H (1.817, -2.078, 1.228)
H (2.247, -0.535, 0.428)
H (0.224, 0.143, 1.132)

Here are the Löwdin charges for atoms 1 to 4, given in e: -0.017, -0.091, -0.209, -0.049

(4)
C8H15MgNO5S | the ωB97M-V functional and the def2-TZVPD basis

**Kohn-Sham gap**: 6.24 eV
**Largest force on an atom**: 0.1562 Eh/bohr
**LUMO**: 0.12 eV
**Energy relative to the best compared isomer or geometry (same formula, charge and spin)**: 64.2 kJ/mol
**Multiplicity**: 1
**Total energy**: -36546.2683 eV

Atoms and positions in Å:
Mg (0.610, -1.111, -0.584)
C (2.132, -2.442, -0.144)
O (2.365, -1.423, 0.632)
O (2.175, -2.110, -1.406)
O (0.928, -2.928, 0.113)
C (-2.201, -1.071, -4.244)
C (-1.419, -1.008, -3.036)
N (-0.810, -0.894, -2.078)
H (-2.597, -2.079, -4.368)
H (-1.574, -0.905, -5.121)
H (-2.983, -0.315, -4.236)
C (-0.500, 0.213, 3.271)
S (-1.323, -0.877, 2.042)
O (-0.615, -0.589, 0.744)
C (-0.746, -2.501, 2.590)
H (0.536, 0.443, 3.031)
H (-0.478, -0.280, 4.247)
H (-1.127, 1.089, 3.418)
H (-1.149, -2.591, 3.601)
H (0.345, -2.487, 2.596)
H (-1.077, -3.305, 1.941)
C (1.957, 2.659, 0.539)
C (1.022, 2.151, -0.543)
O (0.971, 0.961, -0.741)
C (-0.055, 3.110, -1.032)
H (1.606, 3.640, 0.853)
H (2.940, 2.709, 0.065)
H (1.995, 1.998, 1.399)
H (-0.985, 2.566, -1.190)
H (0.333, 3.444, -1.999)
H (-0.278, 3.932, -0.360)

Here are the Löwdin charges for atoms 1 to 4, given in e: 0.502, -0.755, -0.144, -0.154